Here is a molecular structure, C27H37BrCuN2OP from the Open Molecules 2025 dataset. Energies are from ωB97M-V with the def2-TZVPD basis set.

```
! RIJCOSX wB97M-V def2-TZVPD def2/J DEFGRID3
* xyz 1 2
Cu -1.4309 0.4190 -0.6118
C 0.6201 2.0278 3.3470
C -0.5763 2.0351 2.4003
C -1.7862 2.7217 3.0281
P -1.0521 0.3755 1.6578
C -2.1109 -0.5272 2.9154
C -2.6174 -1.8040 2.2455
C -1.5986 -0.8510 4.3182
C 0.5725 -0.4055 1.4357
C 1.2794 -1.0304 2.4542
C 2.5771 -1.4900 2.2776
C 3.3418 -2.1521 3.3769
C 3.1795 -1.3049 1.0297
C 2.5029 -0.7016 0.0040
C 1.1757 -0.2401 0.1605
N 0.4873 0.2392 -0.8989
C 1.1789 0.7334 -1.9842
C 2.1973 1.7039 -1.8336
C 2.4433 2.3743 -0.5144
C 2.9513 2.0651 -2.9345
C 2.7319 1.5072 -4.1886
C 3.5986 1.8505 -5.3549
C 1.6693 0.6199 -4.3379
C 0.8798 0.2358 -3.2738
C -0.2231 -0.7583 -3.4802
H 0.8624 3.0564 3.6121
H 1.4919 1.5802 2.8746
H 0.4038 1.4846 4.2635
H -0.2890 2.6038 1.5025
H -2.0323 2.2759 3.9892
H -2.6625 2.6592 2.3826
H -1.5616 3.7737 3.1975
H -2.9568 0.1701 3.0129
H -1.7897 -2.4892 2.0654
H -3.0955 -1.5798 1.2946
H -3.3452 -2.3009 2.8830
H -0.9570 -1.7296 4.3082
H -2.4573 -1.0878 4.9486
H -1.0599 -0.0243 4.7750
H 0.8148 -1.1433 3.4184
H 2.7034 -2.3991 4.2215
H 4.1434 -1.4991 3.7262
H 3.8074 -3.0669 3.0118
H 4.1874 -1.6575 0.8660
H 2.9579 -0.6126 -0.9705
H 1.5444 2.3747 0.0998
H 2.7610 3.4028 -0.6705
H 3.2290 1.8653 0.0443
H 3.7399 2.7925 -2.8116
H 4.5512 2.2583 -5.0256
H 3.1097 2.5918 -5.9886
H 3.7835 0.9668 -5.9632
H 1.4741 0.1996 -5.3125
H -0.2932 -1.0284 -4.5319
H -1.1807 -0.3375 -3.1647
H -0.0444 -1.6659 -2.9014
Br -4.7585 -4.8900 -2.8458
C -3.9145 -3.3295 -2.1840
C -2.7314 -3.4298 -1.4610
C -2.1420 -2.2700 -1.0043
N -2.6596 -1.0611 -1.2183
C -3.8005 -0.9681 -1.8941
C -4.4672 -2.0728 -2.4004
H -2.2897 -4.3896 -1.2572
H -1.2285 -2.3044 -0.4281
H -4.2054 0.0262 -2.0245
H -5.3934 -1.9610 -2.9429
O -2.2176 2.1738 -1.5902
H -1.5623 2.5453 -2.1884
H -2.4629 2.8554 -0.9551
*
```

- HOMO (spin up / spin down) (eV) = -10.15 / -10.52
- Kohn-Sham gap (spin up / spin down) (eV) = 7.85 / 6.08

---

Here is a molecular structure, C27H37F3InN3O4S6Si from the Open Molecules 2025 dataset. Energies are from ωB97M-V with the def2-TZVPD basis set.

```
! RIJCOSX wB97M-V def2-TZVPD def2/J DEFGRID3
* xyz 0 1
In -0.2873 0.8451 -0.1833
C 2.0863 -0.5428 3.3963
C 3.1022 -0.0342 2.3718
S 2.4767 0.2178 0.6889
C 3.5522 -0.7784 -0.3633
C 3.8125 -2.2278 0.0303
S 2.3304 -3.2660 0.0140
C 2.4400 -4.1168 1.6037
C 2.4956 -3.2447 2.8562
S 1.1596 -2.0282 2.9673
H 1.3253 0.2117 3.5747
H 2.6041 -0.6971 4.3457
H 3.9561 -0.7080 2.3041
H 3.4886 0.9207 2.7305
H 4.5116 -0.2682 -0.4692
H 3.0364 -0.7200 -1.3244
H 4.2690 -2.2913 1.0181
H 4.5415 -2.6360 -0.6719
H 3.2956 -4.7953 1.6059
H 1.5453 -4.7430 1.6246
H 3.4475 -2.7160 2.9081
H 2.4615 -3.9021 3.7272
S -5.1205 1.2444 0.4790
C -4.8503 2.9263 0.1935
C -5.6951 4.0000 0.4635
C -5.2508 5.2700 0.1617
C -3.9811 5.4656 -0.3929
C -3.1444 4.4016 -0.6582
C -3.5819 3.1051 -0.3677
N -2.8750 1.9182 -0.5847
C -3.5637 0.8895 -0.1839
C -3.0734 -0.4979 -0.1936
C -3.9749 -1.5594 -0.2820
C -3.5072 -2.8619 -0.2418
C -2.1453 -3.1029 -0.1215
C -1.2476 -2.0445 -0.0619
C -1.7010 -0.7295 -0.0893
H -6.6706 3.8417 0.9047
H -5.8849 6.1227 0.3671
H -3.6433 6.4722 -0.6035
H -2.1518 4.5662 -1.0511
H -5.0359 -1.3706 -0.3983
H -4.2049 -3.6869 -0.3101
H -1.7777 -4.1219 -0.0865
H -0.1854 -2.2464 0.0083
C 1.9306 4.7771 -3.3456
N 0.6340 4.1440 -3.3820
C -0.3627 4.5052 -4.3868
C -1.5611 3.6136 -4.0235
N -1.1563 3.0795 -2.7303
C 0.1063 3.3753 -2.4192
S 0.9444 2.9268 -1.0125
H 1.8492 5.8261 -3.0484
H 2.3864 4.7218 -4.3344
H 2.5650 4.2540 -2.6345
H 0.0179 4.3119 -5.3897
H -0.6023 5.5695 -4.3100
H -1.7172 2.8126 -4.7448
H -2.4868 4.1806 -3.9284
H -1.7178 2.4313 -2.1875
C 1.9190 -0.3408 -4.3708
Si 0.4605 -0.7126 -3.2404
C -1.0890 -0.0384 -4.0776
C 0.2593 -2.5755 -3.1682
O 0.7229 -0.0086 -1.8112
H 1.6900 -0.5593 -5.4192
H 2.7935 -0.9399 -4.0963
H 2.2030 0.7136 -4.2942
H -1.4021 -0.6810 -4.9064
H -0.9049 0.9587 -4.4857
H -1.9268 0.0224 -3.3726
H 0.3498 -2.9929 -4.1773
H -0.7186 -2.8621 -2.7724
H 1.0230 -3.0436 -2.5420
F -1.9335 4.3478 3.3125
C -0.9296 3.8594 2.5853
F 0.2050 4.4387 2.9802
F -1.1428 4.1876 1.3062
S -0.8372 2.0346 2.7891
O 0.2735 1.6546 1.8579
O -0.4916 1.8562 4.1650
O -2.1042 1.5582 2.3026
*
```

- HOMO (eV) = -8.10
- Kohn-Sham gap (eV) = 8.26
- relative energy (zero: lowest compared OMol25 entry of this formula, charge and spin) (eV) = 0.4784

---

Here is a molecular structure, C27H37F4IN5NiO2 from the Open Molecules 2025 dataset. Energies are from ωB97M-V with the def2-TZVPD basis set.

```
! RIJCOSX wB97M-V def2-TZVPD def2/J DEFGRID3
* xyz 1 1
Ni -1.1416 0.0078 -0.8622
C -1.8580 -3.0104 -0.4551
C -2.2066 -2.4338 -1.8171
N -2.5582 -0.9828 -1.8720
C -2.6796 -0.6649 -3.3323
C -3.2017 0.7188 -3.6753
C -3.8598 -0.7152 -1.1911
C -3.6287 -0.4638 0.2859
N -2.4946 0.4570 0.3461
C -2.3568 1.1982 1.4995
C -1.6995 2.4408 1.4977
F -1.1883 2.9132 0.3483
C -1.5566 3.2181 2.6274
F -0.9136 4.3883 2.5121
C -2.0757 2.8377 3.8488
C -2.7191 1.6198 3.8880
F -3.1950 1.1573 5.0500
C -2.8358 0.8147 2.7695
F -3.3638 -0.4127 2.9547
H -1.4220 -3.9977 -0.6081
H -2.7275 -3.1373 0.1847
H -1.1230 -2.3958 0.0712
H -3.0454 -2.9878 -2.2512
H -1.3582 -2.5612 -2.4888
H -3.3271 -1.4274 -3.7805
H -1.6861 -0.8006 -3.7555
H -4.2775 0.8061 -3.5372
H -3.0044 0.8991 -4.7329
H -2.6964 1.4898 -3.0963
H -4.5568 -1.5360 -1.3872
H -4.2688 0.1946 -1.6173
H -3.4763 -1.3934 0.8329
H -4.5224 0.0035 0.7106
H -1.9770 3.4576 4.7272
C 1.9975 -0.3739 -5.0476
N 1.9473 -1.0980 -3.7781
C 3.0605 -1.9800 -3.4408
C 1.0415 -0.7918 -2.8905
N 0.2274 -0.4937 -2.1278
H 1.9973 -1.0864 -5.8722
H 2.9000 0.2365 -5.0927
H 1.1297 0.2755 -5.1307
H 3.1529 -2.7542 -4.2021
H 2.8786 -2.4482 -2.4779
H 3.9887 -1.4078 -3.3912
C 5.1172 -1.5636 4.6891
C 3.9198 -1.1659 3.8787
C 3.9822 -1.1039 2.4907
C 2.8868 -0.7480 1.7234
C 3.0333 -0.7321 0.2304
C 1.6741 -0.4409 2.3784
C 0.4740 -0.0765 1.6624
O 0.3852 0.0840 0.4384
C 1.5907 -0.5041 3.7928
C 0.3289 -0.1851 4.5536
C 2.7166 -0.8633 4.5093
H 6.0096 -1.6457 4.0721
H 4.9450 -2.5279 5.1705
H 5.3070 -0.8370 5.4796
H 4.9157 -1.3421 1.9946
H 4.0422 -1.0367 -0.0439
H 2.8435 0.2561 -0.1862
H 2.3129 -1.4087 -0.2351
H -0.4221 0.0591 2.2725
H -0.4894 -0.8579 4.2933
H -0.0094 0.8359 4.3699
H 0.5068 -0.2864 5.6219
H 2.6611 -0.9080 5.5906
N -0.0664 4.0741 -2.9160
C 0.0487 2.9591 -2.1758
O -0.8122 2.0921 -2.1570
C 1.2997 2.8474 -1.3354
I 3.0198 2.5098 -2.5599
H -0.8986 4.2106 -3.4646
H 0.6514 4.7766 -2.9351
H 1.2115 1.9941 -0.6743
H 1.4953 3.7553 -0.7718
*
```

- HOMO (spin up / spin down) (eV) = -9.94 / -9.93
- Kohn-Sham gap (spin up / spin down) (eV) = 7.05 / 7.04
- relative energy (zero: lowest compared OMol25 entry of this formula, charge and spin) (eV) = 0.1120

---

Here is a molecular structure, C27H37GaN4O4PS2Si from the Open Molecules 2025 dataset. Energies are from ωB97M-V with the def2-TZVPD basis set.

```
! RIJCOSX wB97M-V def2-TZVPD def2/J DEFGRID3
* xyz 1 1
Ga 0.2438 -0.2706 1.0060
S 2.2401 -1.4242 0.5487
C 2.6333 -1.9904 2.1875
C 3.1047 -3.2859 2.3812
C 3.3807 -3.7457 3.6599
C 3.1887 -2.9181 4.7579
C 2.7402 -1.6198 4.5661
C 2.4706 -1.1522 3.2871
H 3.2596 -3.9342 1.5269
H 3.7457 -4.7551 3.7986
H 3.4001 -3.2793 5.7552
H 2.6059 -0.9608 5.4143
H 2.1468 -0.1268 3.1445
C 0.4927 10.8031 -0.1720
C 0.4537 9.3135 0.0251
O 0.0919 8.5429 -0.8285
S 0.9901 8.8152 1.6477
C 0.8705 7.0521 1.5179
C 2.0301 6.2953 1.4108
C 1.9507 4.9147 1.3287
C 0.7095 4.2781 1.3316
C -0.4521 5.0472 1.4602
C -0.3708 6.4243 1.5591
C 0.6157 2.8548 1.1751
C 0.5304 1.6571 1.0083
H 1.2168 11.0206 -0.9576
H 0.7696 11.3360 0.7349
H -0.4866 11.1347 -0.5149
H 2.9925 6.7883 1.3797
H 2.8525 4.3212 1.2538
H -1.4144 4.5527 1.4879
H -1.2694 7.0178 1.6646
C -2.9214 -1.4255 1.8311
Si -1.1719 -1.4668 2.5332
C -0.6401 -3.2682 2.6926
C -1.1818 -0.6955 4.2403
H -3.6086 -1.9903 2.4655
H -2.9728 -1.8512 0.8252
H -3.2917 -0.4001 1.7673
H -1.3448 -3.7988 3.3388
H 0.3511 -3.3482 3.1430
H -0.6178 -3.8065 1.7404
H -1.9052 -1.2001 4.8854
H -1.4487 0.3620 4.1957
H -0.2003 -0.7769 4.7105
N 0.5194 5.7937 -1.7575
C 1.7603 5.2771 -1.8976
O 2.7803 5.9254 -1.9959
C 1.8424 3.7693 -1.9664
C 3.0324 3.1523 -1.5924
C 3.1521 1.7755 -1.6462
C 2.0943 1.0315 -2.1221
N 0.9735 1.6510 -2.5119
C 0.8152 2.9794 -2.4279
H 0.4538 6.7873 -1.5504
H -0.1933 5.2253 -1.3299
H 3.8509 3.7804 -1.2647
H 4.0529 1.2710 -1.3300
H 2.0957 -0.0445 -2.2263
H -0.1324 3.3721 -2.7684
N 0.6509 -3.6792 -1.0226
C -0.7389 -3.1915 -1.2919
P -0.4802 -1.5028 -1.9920
O 0.7542 -1.6440 -2.8223
O -0.4653 -0.5499 -0.8121
C -1.8732 -0.9774 -3.0231
N -1.3235 0.1674 -3.7802
H 1.1932 -3.5719 -1.8884
H 0.6786 -4.6413 -0.6916
H 1.1504 -3.0411 -0.3268
H -1.2949 -3.1787 -0.3569
H -1.2129 -3.8677 -2.0015
H -2.6796 -0.6373 -2.3750
H -2.2468 -1.7831 -3.6609
H -2.0788 0.7048 -4.1892
H -0.7570 -0.1852 -4.5449
H 0.1863 1.0871 -2.8843
*
```

- HOMO (eV) = -10.39
- Kohn-Sham gap (eV) = 7.51
- relative energy (zero: lowest compared OMol25 entry of this formula, charge and spin) (eV) = 0.0000

---

Here is 2 unconnected molecules or ions with the total composition C27H37N4O8S from the Open Molecules 2025 dataset. Energies are from ωB97M-V with the def2-TZVPD basis set.

```
! RIJCOSX wB97M-V def2-TZVPD def2/J DEFGRID3
* xyz -1 1
C 6.4999 -2.6526 1.0409
O 5.2840 -2.2751 0.4271
C 5.4091 -1.9093 -0.9336
C 5.4371 -0.3853 -1.1499
C 4.3296 0.3147 -0.3593
C 4.0542 1.7828 -0.7923
C 2.5662 2.0893 -1.0798
C 1.7887 2.7579 0.1162
C 1.0816 1.6810 0.9098
C 1.8630 0.9635 1.8073
C 1.2995 -0.0445 2.5624
C -0.0289 -0.2996 2.4310
N -0.6489 -1.3071 3.2335
N -0.7660 0.3944 1.5542
O -2.0843 0.0659 1.4631
C -2.3049 -0.8903 0.3946
C -2.4658 -2.3319 0.8649
C -3.5171 -2.4359 1.9506
O -2.8635 -3.0992 -0.2759
C -0.2548 1.4027 0.7851
C -1.2370 2.1404 -0.1149
C -0.9144 2.1812 -1.6314
C -1.2669 0.8737 -2.4189
C 0.0251 0.0533 -2.5625
S -0.0715 -1.2586 -3.8186
C 1.6527 -1.4675 -4.1396
N 2.4483 -2.3961 -3.7766
N 3.6941 -2.0279 -4.2800
C 3.5545 -0.9290 -4.8880
O 2.2620 -0.4888 -4.8586
H 7.3138 -2.8475 0.3336
H 6.3855 -3.5525 1.6555
H 6.8234 -1.8483 1.7189
H 4.5222 -2.2944 -1.4548
H 6.2760 -2.3488 -1.4423
H 6.4066 -0.0160 -0.7903
H 5.3390 -0.2028 -2.2261
H 4.6557 0.3420 0.6880
H 3.3999 -0.2684 -0.3461
H 4.6071 1.9489 -1.7269
H 4.4930 2.4777 -0.0676
H 2.0850 1.1232 -1.2327
H 2.4590 2.6857 -1.9902
H 2.5204 3.3116 0.7093
H 1.0871 3.4758 -0.3101
H 2.9148 1.2131 1.8678
H 1.9361 -0.5870 3.2490
H -0.0108 -2.0968 3.2109
H -0.6757 -0.9519 4.1861
H -1.4822 -0.8639 -0.3283
H -3.2029 -0.5729 -0.1490
H -1.5039 -2.7385 1.2118
H -4.4761 -2.2488 1.4584
H -3.3102 -1.7129 2.7398
H -3.5559 -3.4569 2.3444
H -2.3181 -3.8862 -0.3412
H -1.2640 3.1742 0.2565
H -2.2601 1.7730 -0.0204
H 0.1067 2.4789 -1.8679
H -1.5592 2.9597 -2.0539
H -1.6291 1.2006 -3.3960
H -2.0349 0.3374 -1.8666
H 0.7951 0.7485 -2.8985
H 0.2887 -0.3332 -1.5710
H 4.2696 -0.3036 -5.3978
C -5.6746 0.8804 1.6897
C -6.0757 0.5466 2.9828
C -7.5786 0.7714 3.2578
O -8.1030 0.4525 4.3304
C -8.3682 1.3784 2.2194
C -7.9542 1.7263 0.9274
C -6.4769 1.3990 0.6226
O -5.9669 1.5723 -0.4946
O -8.6415 2.2511 0.0325
O -5.3597 0.0928 3.9004
H -4.6300 0.7403 1.4115
H -9.3975 1.5677 2.5073
*
```

- HOMO (eV) = -1.62
- Kohn-Sham gap (eV) = 1.63

---

Here is a molecular structure, C27H38AsCl2OPY from the Open Molecules 2025 dataset. Energies are from ωB97M-V with the def2-TZVPD basis set.

```
! RIJCOSX wB97M-V def2-TZVPD def2/J DEFGRID3
* xyz -1 1
Y 0.2604 -0.2203 0.0015
Cl -1.2174 1.6404 -0.9849
Cl 1.3026 -2.3850 -0.7473
H -1.4549 -1.0856 -0.4307
H 1.6384 0.6165 -1.1891
P -0.0423 0.1252 -3.9173
C 0.2787 1.8663 -4.3403
C 1.1639 -1.0509 -4.6533
C -1.8071 -0.3102 -4.0300
C 1.2703 2.5897 -3.4123
H -0.7084 2.3483 -4.1940
C 0.7004 1.9152 -5.8097
H 1.7206 1.5132 -5.9250
H 0.6904 2.9618 -6.1443
H 0.0187 1.3358 -6.4461
H 0.8450 2.7089 -2.4130
H 1.4794 3.5856 -3.8318
H 2.2185 2.0479 -3.3130
H -2.2714 0.4993 -3.4327
C -2.2229 -1.6437 -3.3771
C -2.1481 -0.1966 -5.5129
H -2.0711 0.8411 -5.8569
H -3.1724 -0.5506 -5.6833
H -1.4645 -0.8189 -6.1153
H -1.4529 -2.0635 -2.7193
H -2.4943 -2.3838 -4.1457
H -3.1074 -1.4705 -2.7512
C 2.5799 -0.7661 -4.1133
H 1.1110 -0.8232 -5.7350
C 0.7754 -2.5168 -4.4158
H 2.9649 0.2059 -4.4427
H 3.2558 -1.5494 -4.4856
H 2.5998 -0.7962 -3.0142
H 0.7926 -2.7580 -3.3406
H 1.5206 -3.1515 -4.9154
H -0.2126 -2.7592 -4.8222
O 0.4648 0.1858 1.9534
As 0.0227 0.1011 3.6219
C 1.3056 1.4460 4.1081
C 2.6448 1.3137 3.7457
C 3.5462 2.3212 4.0913
C 3.0711 3.4736 4.7426
C 1.7105 3.6385 5.0053
C 0.8074 2.6287 4.6627
C -1.8775 0.5319 3.5195
C -2.4736 0.6842 4.7752
C -3.8362 0.9761 4.8567
C -4.5919 1.0949 3.6907
C -3.9863 0.9439 2.4356
C -2.6191 0.6731 2.3446
C 0.4527 -1.7636 3.9154
C 1.6886 -2.2904 3.5401
C 2.0056 -3.6035 3.8998
C 1.0463 -4.3925 4.5512
C -0.2347 -3.8936 4.8009
C -0.5467 -2.5738 4.4623
H 2.9887 0.4367 3.1889
H 4.6014 2.1994 3.8651
H 3.7833 4.2492 5.0329
H 1.3410 4.5429 5.4884
H -0.2616 2.7419 4.8296
H -1.8735 0.5763 5.6758
H -4.2985 1.0970 5.8346
H -5.6599 1.3127 3.7454
H -4.5733 1.0404 1.5238
H -2.1483 0.5949 1.3595
H 2.3972 -1.6919 2.9635
H 2.9950 -3.9968 3.6770
H 1.3045 -5.4105 4.8512
H -0.9928 -4.5186 5.2716
H -1.5432 -2.1700 4.6291
*
```

- HOMO (eV) = -2.22
- Kohn-Sham gap (eV) = 3.59
- relative energy (zero: lowest compared OMol25 entry of this formula, charge and spin) (eV) = 0.0000

---

The records above give, respectively, E values of -157594.2007, -127480.0485, -100153.5185, -133962.1727, -61768.2977, -126878.7859 eV.